[1]
Density functional theory data (ωB97M-V with the def2-TZVPD basis set) for a structure of composition C37H41FeN3O10PS5 in a non-equilibrium geometry.

Computed properties:
F_max   1.76 eV/A
E_HOMO (spin up / spin down)   -1.75 / -1.75 eV
Net charge   -2
E   -5947.40914 Ha
Spin multiplicity   6
Lowest unoccupied orbital energy (spin up / spin down)   2.90 / 2.78 eV

Each line ends with the Löwdin spin population.
Element x y z (Å)
Fe: -0.08444 1.27314 -0.45316  4.23
C: 4.43318 -1.46405 -6.37080  0.00
C: 3.22184 -1.06077 -5.56412  0.00
C: 1.93640 -1.29206 -6.03621  0.00
C: 0.82064 -0.90313 -5.29786  0.00
C: 1.00056 -0.28024 -4.07749  0.00
C: 2.28223 -0.05539 -3.57513  0.00
C: 3.37940 -0.44538 -4.32105  0.00
S: -0.40086 0.09093 -3.04697  0.02
O: -1.54530 0.03854 -3.91066  0.01
O: -0.27163 -0.83301 -1.93160  0.03
N: -0.11975 1.48553 -2.38813  0.11
C: -0.50680 2.76086 -2.96803  0.01
C: -0.76088 3.71390 -1.80800  0.01
O: -0.98366 4.89187 -2.05006  0.02
O: -0.67517 3.19344 -0.60697  0.15
H: 4.14528 -1.82275 -7.35994  0.00
H: 4.98921 -2.26233 -5.86955  0.00
H: 5.11478 -0.61985 -6.49857  0.00
H: 1.80033 -1.79478 -6.99002  0.00
H: -0.18700 -1.07253 -5.66076  0.00
H: 2.39305 0.42394 -2.60719  0.00
H: 4.38092 -0.28614 -3.92977  0.00
H: -1.40476 2.67505 -3.57924  0.00
H: 0.29310 3.19516 -3.57089  0.00
C: -0.91587 3.87002 3.36870  0.00
O: 0.31541 4.22529 2.72877  0.00
C: 1.10765 5.10917 3.33591  0.00
C: 0.97152 5.53291 4.65369  0.00
C: 1.78722 6.54353 5.15112  0.00
C: 2.72453 7.15359 4.33348  0.00
C: 2.87707 6.70884 3.02349  0.00
C: 2.10740 5.67523 2.53504  0.00
N: 2.23657 5.22043 1.19417  0.01
C: 2.24975 3.95345 0.76373  0.01
C: 2.80963 2.85095 1.35085  0.00
C: 3.60882 2.83387 2.54766  0.00
C: 4.28082 1.72247 2.88351  0.00
C: 4.16744 0.52690 2.07474  0.00
C: 3.39588 0.47553 0.97242  0.00
C: 2.67030 1.64072 0.56322  0.01
O: 1.92518 1.69036 -0.43830  0.06
H: -1.45718 3.26339 2.65194  0.00
H: -1.48777 4.76843 3.60853  0.00
H: -0.73818 3.28194 4.26665  0.00
H: 0.22155 5.07964 5.28820  0.00
H: 1.66794 6.86182 6.17913  0.00
H: 3.34254 7.95950 4.70681  0.00
H: 3.61315 7.16634 2.37087  0.00
H: 2.36570 5.92342 0.48704  0.00
H: 1.81129 3.80739 -0.22413  0.00
H: 3.69340 3.71987 3.16378  0.00
H: 4.90217 1.72172 3.76805  0.00
H: 4.69664 -0.36968 2.37355  0.00
H: 3.25451 -0.44182 0.41706  0.00
O: -2.01478 -6.88833 4.49287  0.00
C: -0.89120 -6.17379 4.80964  0.00
O: -0.41937 -6.34540 5.90871  0.00
C: -0.37151 -5.26084 3.77605  0.00
C: -0.82469 -5.23816 2.44741  0.00
C: -0.28138 -4.38472 1.51056  0.00
C: 0.76211 -3.47674 1.83666  0.00
S: 1.43438 -2.43014 0.64355  0.00
C: 1.21113 -3.51894 3.18625  0.00
C: 0.66569 -4.38130 4.11285  0.00
H: -2.31844 -6.60925 3.62248  0.00
H: -1.60948 -5.91364 2.10749  0.00
H: -0.64122 -4.39592 0.48845  0.00
H: 2.00775 -2.84277 3.46973  0.00
H: 1.03154 -4.39692 5.13450  0.00
C: -3.50517 -1.93803 -4.34121  0.00
C: -2.74112 -2.27336 -3.07517  0.00
C: -2.58024 -3.76978 -2.89993  0.00
O: -3.38329 -1.82437 -1.87123  0.00
P: -4.11970 -0.47273 -1.40306  0.02
S: -5.19420 0.41532 -2.78249  0.01
S: -2.82359 0.64456 -0.35725  0.09
O: -5.17646 -1.08015 -0.31791  0.01
C: -5.01312 -2.09630 0.69200  0.00
C: -3.60542 -2.30110 1.23887  0.00
C: -5.58977 -3.39076 0.14360  0.00
H: -2.99352 -2.40192 -5.19212  0.00
H: -3.56237 -0.86172 -4.49001  0.00
H: -4.52626 -2.32218 -4.27921  0.00
H: -1.75334 -1.81833 -3.11215  0.00
H: -3.56220 -4.24002 -2.80446  0.00
H: -1.99391 -3.99069 -2.00374  0.00
H: -2.06872 -4.19387 -3.76952  0.00
H: -5.64491 -1.74985 1.51091  0.00
H: -2.92945 -2.67493 0.46989  0.00
H: -3.64804 -3.02506 2.05916  0.00
H: -3.19230 -1.36896 1.61608  0.00
H: -4.93392 -3.77865 -0.63885  0.00
H: -6.57744 -3.21069 -0.28774  0.00
H: -5.67387 -4.13774 0.94099  0.00
S: 1.12052 0.38482 3.89502  0.07
C: 0.46660 0.72685 2.47160  0.04
N: 0.00896 0.98132 1.41324  0.04

Forces on the atoms, in the same order (eV/Å):
Fe -1.289 0.440 -0.831
C -0.060 -0.046 0.106
C 0.037 -0.026 -0.083
C -0.050 -0.001 -0.019
C 0.070 0.031 -0.088
C 0.144 -0.093 0.060
C -0.130 0.020 -0.050
C 0.032 0.029 0.033
S 0.842 0.293 -0.113
O 0.138 0.626 -0.244
O 0.066 0.163 0.191
N -0.018 0.224 -0.650
C 0.099 -0.547 0.364
C -0.075 0.310 0.398
O 0.086 -0.223 0.244
O 0.340 -0.110 -0.346
H 0.009 0.006 0.026
H -0.033 0.054 -0.035
H -0.015 -0.030 -0.004
H 0.006 0.081 0.044
H 0.068 -0.015 0.024
H 0.024 -0.059 -0.039
H -0.079 0.033 -0.031
H -0.112 0.023 0.009
H 0.034 0.003 -0.106
C 0.169 -0.064 -0.163
O -0.343 -0.331 0.135
C -0.252 0.066 0.091
C 0.007 0.028 0.090
C 0.001 -0.012 -0.110
C -0.020 0.001 -0.010
C 0.249 0.120 0.098
C 0.362 -0.180 -0.367
N 0.148 0.569 0.587
C 0.054 0.107 -0.479
C 0.067 -0.363 0.585
C -0.258 0.379 -0.291
C 0.293 -0.750 -0.194
C 0.251 0.502 0.596
C -0.190 0.133 -0.560
C 0.587 0.512 1.105
O -0.656 -0.937 -1.339
H 0.012 -0.021 -0.112
H 0.005 0.044 -0.007
H 0.101 -0.073 0.078
H 0.035 0.027 -0.053
H 0.012 0.001 -0.008
H -0.007 -0.006 -0.006
H 0.016 -0.043 0.038
H -0.586 0.124 -0.088
H 0.331 0.094 0.044
H -0.054 0.047 -0.044
H 0.010 -0.128 0.035
H -0.025 0.007 0.102
H -0.024 -0.025 0.025
O -0.036 -0.032 -0.048
C 0.012 0.108 -0.079
O 0.090 0.052 0.025
C -0.013 -0.134 0.055
C -0.008 0.067 -0.086
C 0.023 0.002 0.152
C 0.071 -0.053 -0.035
S -0.007 -0.228 0.235
C -0.121 -0.066 -0.132
C 0.112 0.096 -0.020
H -0.027 0.024 -0.029
H 0.046 0.040 -0.027
H -0.006 0.021 0.044
H -0.028 0.020 0.025
H -0.012 0.023 -0.067
C -0.168 0.031 0.035
C 0.146 -0.190 -0.096
C -0.001 -0.112 0.113
O -0.401 -0.113 0.134
P -0.114 -0.281 0.088
S 0.039 -0.014 0.270
S 0.389 0.507 0.324
O 0.387 0.120 -0.295
C 0.223 -0.072 -0.109
C -0.068 0.138 -0.083
C -0.033 -0.065 -0.053
H -0.001 0.019 0.051
H 0.006 -0.221 -0.056
H 0.013 -0.056 -0.049
H -0.572 -0.581 0.079
H -0.003 -0.062 -0.017
H -0.034 0.034 -0.079
H -0.013 0.018 0.072
H -0.092 0.083 0.057
H 0.006 -0.005 0.023
H -0.014 0.015 -0.079
H 0.032 0.003 0.020
H -0.031 -0.005 0.016
H 0.047 -0.031 0.041
H 0.017 0.054 -0.076
S -0.224 0.132 0.123
C -0.132 -0.067 -0.328
N 0.072 -0.237 1.226

[2]
Density functional theory data (ωB97M-V with the def2-TZVPD basis set) for a structure of composition C37H41GeN6OSV in a non-equilibrium geometry.

Computed properties:
F_max   1.86 eV/A
E_HOMO (spin up / spin down)   -8.97 / -8.40 eV
Net charge   +1
E   -5257.21505 Ha
Spin multiplicity   2
Lowest unoccupied orbital energy (spin up / spin down)   -1.70 / -1.74 eV

Each line ends with the Löwdin spin population.
Element x y z (Å)
V: 0.64575 0.04011 -0.47838  0.94
C: 0.03403 6.55034 0.17454  0.00
C: 0.35294 5.20026 -0.39492  0.01
C: -0.23625 4.73982 -1.57374  0.00
C: 0.03414 3.48382 -2.06675  0.01
C: 0.89822 2.59282 -1.40289  0.00
N: 1.10317 1.30791 -1.84414  -0.01
C: 1.16130 1.07506 -3.19071  0.00
C: 1.68932 2.06712 -4.04746  0.00
C: 1.79703 1.90152 -5.40536  0.00
C: 1.40540 0.70340 -5.99703  0.00
C: 1.54000 0.47898 -7.46902  0.00
C: 0.91161 -0.29450 -5.17740  0.00
C: 0.76256 -0.14404 -3.79737  0.00
N: 0.18144 -1.20525 -3.07302  0.00
C: -0.21245 -2.40401 -3.56845  0.02
C: -0.76525 -3.12703 -2.53677  0.00
C: -0.67912 -2.28866 -1.43162  0.01
N: -0.11357 -1.13534 -1.77248  -0.03
C: 1.48078 3.06429 -0.20474  0.01
C: 1.21787 4.34414 0.27109  0.00
N: 2.27871 2.19921 0.56570  0.01
C: 3.38317 2.48407 1.28552  0.02
C: 3.71176 1.34759 1.99384  0.00
C: 2.73314 0.41649 1.65520  0.02
N: 1.87476 0.94253 0.78423  0.01
H: -0.46859 7.17679 -0.55791  0.00
H: 0.93937 7.05790 0.50405  0.00
H: -0.62218 6.44751 1.04137  0.00
H: -0.92127 5.37626 -2.11607  0.00
H: -0.44933 3.14370 -2.97176  0.00
H: 2.02611 2.99290 -3.60452  0.00
H: 2.19429 2.70021 -6.01274  0.00
H: 1.52173 1.42236 -8.00702  0.00
H: 0.73729 -0.15309 -7.83904  0.00
H: 2.48425 -0.01952 -7.68830  0.00
H: 0.62553 -1.21877 -5.65108  0.00
H: -0.08292 -2.69506 -4.58725  0.00
H: -1.16365 -4.11782 -2.57721  0.00
H: -1.00956 -2.46694 -0.42452  0.00
H: 1.68398 4.66593 1.19215  0.00
H: 3.87313 3.43626 1.24965  0.00
H: 4.53378 1.21478 2.66560  0.00
H: 2.60358 -0.58129 2.03440  0.00
N: -2.54544 2.51136 0.69576  0.00
C: -1.59818 1.56084 0.75883  0.00
O: -1.05177 1.15967 -0.26884  0.01
C: -1.26390 1.03615 2.12864  0.00
C: -1.13417 -0.48512 2.10874  0.00
H: -2.74899 2.95075 -0.18772  0.00
H: -2.99999 2.86135 1.51991  0.00
H: -2.03666 1.33381 2.84037  0.00
H: -0.31014 1.48878 2.42919  0.00
H: -0.67142 -0.80424 3.04372  0.00
H: -0.46455 -0.78707 1.28694  0.00
Ge: -2.90849 -1.44602 1.98706  0.00
C: -3.51170 -1.92789 0.16898  0.00
C: -3.70530 -0.97024 -0.81877  0.00
C: -4.16462 -1.33106 -2.07287  0.00
C: -4.43815 -2.65964 -2.35489  0.00
C: -4.23097 -3.62461 -1.38280  0.00
C: -3.77443 -3.25960 -0.12872  0.00
C: -2.68561 -2.98529 3.19424  0.00
C: -3.36785 -3.02408 4.40242  0.00
C: -3.11928 -4.02447 5.32382  0.00
C: -2.17972 -5.00170 5.04667  0.00
C: -1.49611 -4.98002 3.84326  0.00
C: -1.74896 -3.97735 2.92422  0.00
H: -3.89460 -0.47046 2.60917  0.00
H: -3.50369 0.07041 -0.60607  0.00
H: -4.31732 -0.57629 -2.83056  0.00
H: -4.82104 -2.93510 -3.32850  0.00
H: -4.43459 -4.66372 -1.60171  0.00
H: -3.63007 -4.01245 0.63435  0.00
H: -4.10197 -2.26044 4.61549  0.00
H: -3.65155 -4.03923 6.26198  0.00
H: -1.97652 -5.77831 5.76705  0.00
H: -0.76200 -5.74120 3.62372  0.00
H: -1.21401 -3.96837 1.97916  0.00
C: 2.54634 -3.26717 1.12458  -0.01
S: 2.32800 -2.22886 -0.35880  -0.02
C: 4.07072 -1.90291 -0.73160  0.00
H: 3.00014 -4.20550 0.81496  0.00
H: 1.56523 -3.44876 1.55674  0.00
H: 3.18973 -2.76541 1.84257  0.00
H: 4.54865 -1.42817 0.12073  0.00
H: 4.09268 -1.23858 -1.59226  0.00
H: 4.56018 -2.84652 -0.96079  0.00

Forces on the atoms, in the same order (eV/Å):
V 0.672 -0.023 1.504
C -0.011 -0.027 0.073
C 0.149 -0.092 -0.034
C 0.118 0.027 0.130
C 0.048 -0.201 0.260
C 0.188 1.027 0.222
N 0.366 -0.394 0.073
C 0.102 -0.130 -1.335
C -0.015 -0.343 0.099
C -0.082 -0.232 0.035
C -0.022 0.010 0.196
C 0.087 -0.085 -0.021
C 0.017 0.068 0.054
C 0.452 1.252 -0.274
N -0.391 -0.828 -0.558
C -0.068 -0.179 0.388
C 0.094 0.082 -0.119
C -0.190 -0.187 -0.496
N -0.969 -1.250 -0.972
C -0.692 0.275 -0.831
C -0.154 -0.036 -0.105
N 0.640 0.317 0.371
C 0.062 -0.341 0.048
C -0.103 0.151 0.029
C 0.257 0.227 0.286
N 0.663 0.319 1.163
H -0.013 0.064 -0.016
H -0.002 0.077 0.011
H -0.014 0.097 0.011
H -0.064 0.109 -0.017
H 0.012 0.012 -0.044
H 0.013 0.007 0.042
H 0.067 0.096 -0.088
H -0.006 0.044 -0.104
H -0.067 -0.034 -0.118
H 0.057 -0.005 -0.111
H -0.090 -0.101 -0.044
H 0.062 0.057 -0.223
H -0.109 -0.218 -0.058
H 0.028 0.057 0.043
H 0.009 0.010 0.137
H -0.037 0.208 -0.139
H 0.173 0.010 0.129
H -0.037 -0.093 -0.143
N 0.239 -0.232 -0.122
C -0.732 0.859 0.591
O -0.587 -0.229 0.095
C 0.100 -0.236 -0.091
C -0.338 -0.068 -0.174
H 0.060 -0.009 -0.078
H 0.036 -0.040 0.045
H 0.117 0.099 0.005
H -0.136 0.068 -0.053
H 0.007 -0.155 -0.087
H -0.064 -0.235 0.235
Ge 0.484 -0.426 -0.039
C 0.269 0.068 0.614
C 0.018 0.146 0.112
C -0.035 0.056 -0.075
C 0.008 -0.011 -0.060
C -0.087 -0.152 -0.158
C 0.055 -0.034 0.197
C -0.075 0.434 -0.490
C -0.136 0.177 -0.097
C -0.012 -0.079 0.140
C 0.015 -0.029 0.053
C 0.111 -0.085 -0.068
C 0.056 0.071 -0.217
H -0.254 0.234 0.154
H 0.008 0.119 -0.055
H -0.018 0.069 -0.046
H 0.038 -0.041 -0.017
H -0.036 -0.050 0.008
H -0.016 -0.129 0.026
H -0.092 0.055 0.129
H -0.080 -0.006 0.099
H 0.006 -0.092 0.083
H 0.046 -0.084 -0.022
H 0.058 -0.048 -0.002
C -0.021 0.301 -0.462
S -0.038 -0.126 0.020
C -0.366 -0.001 0.190
H -0.021 -0.049 0.088
H -0.007 -0.032 0.027
H 0.011 0.004 0.117
H 0.101 0.103 0.019
H 0.059 -0.018 -0.019
H 0.050 0.032 -0.071